[1]
Density functional theory data (the ωB97M-V functional and the def2-TZVPD basis) for C19H28N8O2 in the gas phase.

```
57
Properties=species:S:1:pos:R:3:forces:R:3
C 0.405856 4.179050 -1.308497 0.0006 0.0006 -0.0027
C 1.397222 3.094914 -1.627493 -0.0062 -0.0007 0.0035
C 2.175674 3.150614 -2.782079 0.0106 0.0186 -0.0018
N 3.065952 2.230136 -3.132088 0.0114 0.0135 -0.0094
C 3.214260 1.181528 -2.326458 -0.0216 -0.0342 -0.0318
C 2.490371 1.010291 -1.155432 0.0044 -0.0014 0.0273
C 2.696115 -0.255534 -0.375565 0.0326 0.0006 0.0017
O 3.186098 -1.248424 -0.899980 -0.0326 0.0068 0.0042
N 2.306340 -0.233379 0.914792 -0.0143 0.0230 -0.0084
C 2.243976 -1.445291 1.723691 -0.0174 -0.0102 0.0002
C 3.624310 -1.833530 2.235831 0.0212 -0.0146 -0.0006
C 1.261350 -1.227121 2.870282 0.0428 -0.0009 0.0107
C -0.181903 -0.972514 2.457616 0.0815 0.1783 0.1729
N -0.342485 0.335152 1.759212 -0.2084 -0.3177 -0.1401
C -1.575162 0.999587 2.057855 0.1046 0.4338 -0.3834
O -1.600403 2.002926 2.719270 -0.0264 -0.2476 0.3262
C -2.861236 0.478835 1.408202 0.0286 -0.0615 -0.0197
C -3.661057 -0.483853 2.322844 -0.0537 0.0222 0.0072
C -3.680443 -1.818575 1.567132 0.0349 0.0027 -0.0025
C -3.547038 -1.383715 0.116600 -0.0121 -0.0001 -0.0179
N -2.583949 -0.294429 0.207512 0.0229 -0.0297 0.0310
C -2.405246 0.491811 -0.996489 -0.0152 0.0486 -0.0112
C -1.622513 -0.260440 -2.019033 0.0009 0.0097 0.0749
N -2.089758 -0.631221 -3.222263 -0.0281 0.0210 0.0055
N -1.111878 -1.271457 -3.805675 -0.0057 -0.0150 -0.0371
N -0.112995 -1.274417 -2.960983 0.0702 -0.0320 -0.0026
C 1.177568 -1.854360 -3.286633 0.0206 -0.0034 0.0142
N -0.372970 -0.657298 -1.825063 -0.0284 -0.0013 -0.0425
C 1.572941 1.994702 -0.805346 -0.0077 -0.0134 0.0009
H 0.900115 5.146667 -1.211245 -0.0027 -0.0010 0.0002
H -0.341881 4.272331 -2.097809 -0.0024 -0.0004 0.0004
H -0.111486 3.973058 -0.371628 -0.0007 0.0004 0.0047
H 2.068543 3.991888 -3.461276 -0.0037 -0.0039 -0.0005
H 3.934002 0.427025 -2.620529 0.0105 0.0032 0.0118
H 1.829303 0.576475 1.276657 0.0048 0.0120 -0.0068
H 1.874396 -2.247469 1.075757 -0.0020 -0.0035 0.0000
H 3.578198 -2.777092 2.782507 -0.0020 0.0039 -0.0008
H 4.312548 -1.950395 1.400582 0.0000 0.0018 0.0048
H 4.011119 -1.063316 2.906211 -0.0025 0.0021 -0.0013
H 1.285793 -2.117659 3.503525 0.0032 -0.0023 -0.0041
H 1.604569 -0.389339 3.486421 0.0038 -0.0140 -0.0032
H -0.541379 -1.783517 1.817388 -0.0231 -0.0130 0.0119
H -0.797993 -0.969198 3.359210 -0.0026 0.0182 0.0055
H -0.407606 0.079421 0.772632 -0.0051 -0.0069 0.0091
H -3.462128 1.374062 1.206179 -0.0201 -0.0049 -0.0158
H -3.241308 -0.559130 3.324877 0.0154 -0.0125 -0.0031
H -4.675130 -0.100372 2.429916 0.0088 0.0034 0.0316
H -2.824205 -2.434611 1.843244 0.0029 -0.0092 0.0098
H -4.585803 -2.392221 1.757591 -0.0053 0.0038 -0.0048
H -3.177913 -2.168780 -0.544855 0.0008 0.0048 0.0006
H -4.515632 -1.037957 -0.280560 0.0104 0.0111 0.0027
H -3.360087 0.801812 -1.443098 -0.0074 -0.0012 -0.0153
H -1.856191 1.402711 -0.739171 0.0005 0.0002 -0.0030
H 1.866389 -1.066474 -3.583000 -0.0003 0.0073 -0.0038
H 1.575529 -2.350434 -2.407554 -0.0012 0.0009 -0.0005
H 1.021641 -2.549322 -4.105228 -0.0005 -0.0022 -0.0027
H 0.967597 1.907844 0.091494 0.0109 0.0059 0.0035
```
Positions in Å, forces in eV/Å.

Energy relative to the best compared isomer or geometry (same formula, charge and spin) ... 24.9 kcal per mole
SMILES ... Cc1cncc(C(=O)N[C@@H](C)CCNC(=O)[C@@H]2CCCN2Cc2nnn(C)n2)c1
HOMO-LUMO gap ... 0.362 Ha

These are the natural (NBO) partial charges, in e, on atoms 1 to 5: -0.6349, -0.0510, 0.0445, -0.4096, 0.0585

[2]
Density functional theory data (the ωB97M-V functional and the def2-TZVPD basis) for a 2-piece molecular cluster, C43H53N3P overall in a non-equilibrium geometry.

```
100
Properties=species:S:1:pos:R:3:forces:R:3
C 3.617032 -0.053517 1.588336 0.0302 -0.1811 0.0871
C 2.338866 0.787614 1.578661 -0.1535 0.1659 0.3560
C 2.667483 2.177291 1.059593 0.0636 0.2611 -0.3110
C 1.664161 0.941055 2.932496 0.1639 -0.1904 -0.3166
C 2.331274 1.687223 3.901182 -0.0585 0.0572 0.2617
C 1.771475 1.910189 5.153836 -0.1735 -0.2669 -0.0825
C 0.502811 1.394184 5.421467 0.1209 0.0549 -0.1759
C -0.210474 0.702960 4.435297 -0.4042 -0.2914 0.1361
C -1.629031 0.221855 4.720524 0.1291 0.0914 -0.3386
C -2.513715 1.324983 5.306739 0.0490 0.1061 0.0531
C -1.603660 -1.025105 5.599541 0.0594 -0.2019 0.1940
C 0.383946 0.434077 3.188640 0.0338 0.2092 -0.1284
N -0.310206 -0.334827 2.155104 0.1749 1.5521 0.0505
P -1.170242 0.311395 0.774025 0.2696 -1.2211 0.3444
H -0.058097 0.085409 -0.261984 -0.9325 -0.3783 0.7730
N -2.073913 -1.200787 0.647740 -0.6877 1.3691 -0.7188
C -3.465629 -1.355577 0.193104 0.1224 -0.0296 0.0378
C -3.746833 -1.538188 -1.176872 0.3862 0.0006 -0.0585
C -2.636840 -1.599489 -2.232172 -0.2391 0.1776 0.0757
C -2.894409 -0.743626 -3.477986 0.0057 0.1810 0.0097
C -2.432342 -3.044488 -2.689747 0.0206 -0.2904 0.1705
C -5.057845 -1.792255 -1.578806 -0.2035 -0.1053 0.1383
C -6.083845 -1.953760 -0.649673 0.1927 0.0917 0.1918
C -5.807338 -1.767844 0.704987 0.0552 0.0342 -0.3268
C -4.521883 -1.421652 1.129867 0.1060 0.0058 0.3938
C -4.292562 -1.130810 2.616225 0.2545 0.0847 -0.3328
C -4.336550 -2.401416 3.462501 0.0085 -0.2704 0.0615
C -5.272078 -0.090422 3.171277 -0.0939 0.0796 -0.1074
C -1.516345 -2.163211 1.481122 1.1570 -0.2519 0.9453
C -0.542373 -1.691016 2.299220 -0.8592 -1.0300 -0.7251
H 3.478306 -1.016828 2.093599 0.0192 0.1829 -0.1040
H 3.926268 -0.251467 0.553378 0.0153 0.0007 0.1633
H 4.439987 0.482323 2.079753 -0.1827 -0.1366 -0.0132
H 1.628045 0.311113 0.898515 0.0484 -0.0106 0.0278
H 1.790405 2.838684 1.028675 0.1940 -0.1174 0.1136
H 3.465770 2.650011 1.645156 -0.2858 -0.0294 -0.0182
H 3.045406 2.084101 0.051207 0.0270 0.1624 0.2696
H 3.300819 2.117790 3.650205 -0.2018 -0.1718 0.2036
H 2.318288 2.476753 5.908832 -0.1911 -0.1662 -0.1934
H 0.048113 1.541608 6.405646 0.1340 0.0132 -0.3906
H -2.042248 -0.055916 3.742946 0.0622 0.0797 0.3845
H -2.460981 2.233468 4.692922 -0.0256 -0.1627 0.1523
H -3.562472 1.005303 5.348171 0.3212 0.0465 0.0753
H -2.201417 1.579214 6.326764 -0.0898 0.0073 -0.1602
H -1.070263 -1.839323 5.092244 -0.1289 0.1287 0.1793
H -1.086604 -0.823584 6.549643 -0.1512 -0.0390 -0.2115
H -2.619059 -1.372554 5.828500 0.2200 0.0970 -0.0188
H -1.721415 -1.237396 -1.754688 0.0287 -0.0597 0.0287
H -3.071785 0.311558 -3.237541 -0.0418 -0.2119 -0.0038
H -2.016999 -0.791170 -4.138527 -0.1730 0.0003 0.0704
H -3.750748 -1.125488 -4.050208 0.1823 0.1661 0.1381
H -2.288459 -3.725533 -1.841556 -0.0142 0.1190 -0.1630
H -3.309030 -3.388437 -3.257166 0.2176 0.0493 0.1699
H -1.561134 -3.123755 -3.351858 -0.0814 -0.0076 0.0180
H -5.273345 -1.909884 -2.640693 0.0387 -0.0356 0.2441
H -7.089739 -2.229836 -0.971852 0.3129 0.1544 0.0580
H -6.603592 -1.882168 1.446720 0.2817 0.0871 -0.2767
H -3.282633 -0.710797 2.668715 -0.2718 -0.0971 0.0894
H -3.559491 -3.109418 3.150975 -0.1914 0.0885 0.0955
H -4.178564 -2.173541 4.524849 -0.0599 -0.0199 -0.2632
H -5.312712 -2.898813 3.369295 0.2060 0.1118 0.0086
H -5.336464 0.787887 2.518255 -0.0076 -0.1391 0.1177
H -6.275918 -0.518483 3.275933 0.1134 0.1100 -0.0483
H -4.958573 0.249885 4.166355 -0.0854 -0.1826 -0.2804
H -1.875740 -3.180406 1.454136 0.0021 0.0112 -0.0771
H 0.030321 -2.272302 3.005315 -0.0092 0.0474 0.0202
C 1.484434 -3.492492 -4.516409 -0.2836 -0.5585 -0.1364
N 1.907694 -2.230798 -3.941445 -1.2468 0.8796 1.6571
C 1.242685 -1.499785 -3.002622 0.8811 -0.6353 -1.1572
C 1.840944 -0.214420 -2.899648 0.0108 0.7544 0.4625
C 1.445944 0.881886 -2.125798 -0.0021 -0.1056 -2.0968
C 2.238087 2.094844 -2.163347 0.9783 0.6842 -0.0544
C 3.651159 2.046148 -1.955625 -0.3392 0.0977 0.3132
C 4.422469 3.199563 -1.938294 -0.3211 -0.5172 -0.0818
C 3.869381 4.417061 -2.340216 -0.2682 -0.1417 -0.0707
C 4.756296 5.612359 -2.499742 -0.0282 0.3205 -0.0844
C 2.496595 4.470965 -2.629959 0.0750 0.1631 0.1398
C 1.680084 3.358895 -2.477393 -0.2223 -0.6797 0.3792
C 2.936867 -0.212235 -3.875414 0.2132 -0.6084 -0.4412
C 3.789842 0.743025 -4.408221 0.6395 0.4591 -0.2148
C 4.894930 0.347100 -5.172499 -0.4859 -0.1464 -0.0477
C 4.995297 -0.977985 -5.628899 -0.3425 -0.1770 0.3737
C 3.987989 -1.907221 -5.307874 0.3655 0.3385 -0.2588
C 2.996046 -1.501993 -4.425186 0.3843 0.5901 -0.1711
H 2.339840 -3.935039 -5.031355 -0.2508 -0.0644 0.2405
H 1.111423 -4.175837 -3.745699 0.1962 0.2008 -0.1133
H 0.682849 -3.340223 -5.256863 0.3107 0.1112 0.2617
H 0.425026 -1.902120 -2.419973 -0.0479 -0.0703 -0.1723
H 0.423751 0.934263 -1.763980 0.2561 -0.1080 0.2176
H 4.133619 1.089360 -1.740496 -0.2591 0.2828 0.0722
H 5.463244 3.160609 -1.613180 -0.2129 -0.0870 -0.2997
H 4.199751 6.438195 -2.949425 0.1598 -0.0445 0.0563
H 5.166641 5.960635 -1.543892 -0.1141 -0.1535 -0.1195
H 5.605583 5.367492 -3.150118 -0.1750 0.0761 0.1387
H 2.060015 5.425967 -2.927512 0.0884 -0.3021 0.0439
H 0.597134 3.431491 -2.629238 0.4286 0.0715 0.0172
H 3.598251 1.799151 -4.236682 0.4089 -0.3251 0.1008
H 5.676186 1.082287 -5.402689 -0.5128 -0.3409 -0.1697
H 5.848571 -1.263711 -6.247228 -0.3653 -0.0295 0.1946
H 3.968187 -2.910280 -5.719943 0.2515 0.1757 -0.0423
```
Positions in Å, forces in eV/Å.

Energy relative to the best compared isomer or geometry (same formula, charge and spin) ... 0.1 kcal per mole
HOMO-LUMO gap ... 0.163 Ha
Total charge ... +1

These are the Löwdin partial charges, in e, on atoms 1 to 5: -0.0468, -0.3780, -0.0643, -0.1434, -0.0383

[3]
Density functional theory data (the ωB97M-V functional and the def2-TZVPD basis) for C28H28ClIrN2O7S2Si as an isolated structure in a non-equilibrium geometry.

```
70
Properties=species:S:1:pos:R:3:forces:R:3
Ir -0.624130 -0.333793 2.262179 2.9563 1.4820 -0.3535
O -0.423430 -2.955293 4.796679 0.3444 -0.1680 0.2623
Cl -1.548030 -2.317493 4.215179 0.6663 -1.8829 1.6134
O -2.748930 -2.824893 4.715879 -0.8818 -0.0145 0.2242
O -1.445030 -0.894393 4.439879 0.4212 2.6933 -0.7858
O -1.481930 -2.506293 2.781179 0.2187 1.3131 -2.6398
C 2.196570 0.475107 -2.934721 0.1982 0.3230 0.1959
C 1.482370 0.623907 -1.609421 -1.7357 -2.0657 -0.0258
C 0.669770 1.895107 -1.535321 0.2963 0.0779 -0.0688
C 2.447570 0.497807 -0.452621 0.0748 0.2383 -0.0862
Si 0.117570 -0.888893 -1.352721 2.4937 2.0389 -2.4892
O -0.249730 -0.768293 0.150579 -1.4028 0.2358 4.9999
C 1.165470 -2.421193 -1.808021 -0.9881 0.2105 0.2827
C 2.095470 -2.894693 -0.886521 -0.0861 -0.0295 -0.0295
C 2.898570 -3.982493 -1.178521 0.1532 -0.0328 0.0917
C 2.789570 -4.623993 -2.400821 -0.0015 -0.0388 -0.0017
C 1.851870 -4.181893 -3.317221 0.0695 -0.0484 -0.1422
C 1.050570 -3.091493 -3.022921 -0.0335 -0.0041 0.0415
C -1.298330 -0.491493 -2.552721 0.3109 -0.6710 0.6684
C -1.145830 -0.493193 -3.935821 0.0853 -0.0565 -0.0977
C -2.230130 -0.315593 -4.776421 -0.0062 0.0777 -0.1410
C -3.494130 -0.117593 -4.245921 -0.0537 0.0216 0.0120
C -3.654430 -0.076393 -2.871021 -0.1460 0.1204 0.0426
C -2.567530 -0.256193 -2.031821 0.0290 -0.0405 -0.1007
H 2.980270 1.231907 -3.003621 0.2251 0.1493 -0.1951
H 1.520770 0.625807 -3.772221 -0.0606 -0.0074 -0.1613
H 2.669270 -0.501493 -3.022521 0.0564 -0.0933 -0.0880
H 1.337070 2.758607 -1.543421 0.0444 0.3471 -0.0061
H 0.096570 1.919907 -0.613721 -0.1898 0.0977 0.1238
H -0.015130 1.970807 -2.376621 -0.1030 0.0985 -0.0778
H 3.078970 1.385607 -0.405521 0.2844 0.1988 0.0838
H 3.092270 -0.366593 -0.585221 0.1602 -0.1287 0.0606
H 1.922570 0.409107 0.496379 0.0205 -0.0434 0.0952
H 2.178670 -2.409293 0.074679 0.0616 0.0481 0.1197
H 3.610270 -4.335793 -0.447921 0.1331 -0.0462 0.0971
H 3.423570 -5.467393 -2.634321 0.0235 -0.0723 0.0089
H 1.740470 -4.694193 -4.262021 -0.0028 -0.0213 -0.0958
H 0.314470 -2.774493 -3.745521 -0.1141 0.0351 -0.0922
H -0.168330 -0.635693 -4.371521 0.1124 -0.0846 -0.0770
H -2.088230 -0.334393 -5.847521 0.0089 0.0087 -0.0942
H -4.345130 0.011107 -4.901721 -0.0287 0.0011 -0.0044
H -4.628130 0.095907 -2.438621 -0.1441 0.0347 0.0267
H -2.712630 -0.204693 -0.965121 -0.0173 -0.1015 0.1396
C 3.597470 -2.331293 4.098979 -0.2258 0.0321 -0.0922
C 3.358070 -0.993693 4.376379 -0.1715 0.0232 -0.2332
C 2.250870 -0.385093 3.808579 0.0603 0.5654 0.1973
N 1.403070 -1.041693 3.023779 -1.9598 -0.8350 -1.0665
C 1.623770 -2.326693 2.756679 0.3774 -0.5789 -0.0913
C 2.718070 -3.006293 3.266579 0.0528 0.1414 0.0147
H 4.449670 -2.836693 4.527779 0.0629 -0.0373 0.0128
H 4.020470 -0.420293 5.008179 -0.0403 0.0335 -0.0045
H 2.037370 0.663507 3.964779 -0.0300 -0.0211 0.1372
H 0.900070 -2.815593 2.118679 0.0665 -0.0431 0.0252
H 2.870370 -4.045593 3.018879 -0.0640 -0.0423 -0.0246
O -4.318230 1.801707 2.821179 0.2940 0.0323 0.3124
S -3.482330 1.906207 1.671579 -0.9583 0.3970 -0.6552
O -3.902430 1.248807 0.472579 0.2633 0.1136 0.0872
N -1.894930 1.476407 2.021879 -0.5812 -0.8119 -0.4759
C -1.085830 2.496307 1.884479 0.1585 -0.4456 0.2898
S 0.543770 2.208107 2.166879 -0.5537 -2.3259 0.1280
C -1.688730 3.764007 1.506479 -0.4417 0.5358 -0.1672
C -1.068530 4.991607 1.316379 -0.1307 -0.3494 0.0751
C -1.864330 6.080007 0.999579 0.0578 0.0705 0.0147
C -3.238930 5.945507 0.862379 -0.0222 -0.2154 0.0582
C -3.855030 4.708107 1.028779 -0.2688 -0.0320 0.0214
C -3.063130 3.633407 1.350379 0.5949 -0.6228 0.2146
H 0.000970 5.080407 1.417579 0.1567 0.0644 0.0297
H -1.412330 7.050707 0.870879 0.0601 0.0892 -0.0519
H -3.839330 6.812707 0.632979 -0.0529 0.0377 -0.0557
H -4.921330 4.594307 0.923879 -0.1567 0.0245 -0.0367
```
Positions in Å, forces in eV/Å.

HOMO-LUMO gap ... 0.191 Ha

These are the natural (NBO) partial charges, in e, on atoms 1 to 5: 1.3666, -0.8171, 2.5814, -0.7616, -0.8319

- Which of these has the highest HOMO-LUMO gap?
  C19H28N8O2

- What is the HOMO-LUMO gap in the second record?
  0.163 Ha

- The highest HOMO-LUMO gap belongs to which entry?
  C19H28N8O2

- Which of these has the lowest HOMO-LUMO gap?
  C43H53N3P